Entry 1:
11
Properties=species:S:1:pos:R:3:forces:R:3:lowdin_charge:R:1 method="wB97M-V/def2-TZVPD" e_tot_ha=-268.35125 smiles="COC(C)=O" orbital_gap_ev=11.33 charge=0
O -0.364390 1.573323 -0.175462 0.8 1.4 0.6 0.1324
O 0.606024 -0.461344 -0.424215 -1.5 1.3 1.8 -0.0711
C -0.429084 0.394920 -0.087847 -1.9 -1.2 -1.4 -0.5278
C -1.758325 -0.336654 0.053709 1.5 -0.7 -0.3 0.0259
C 1.829073 0.067444 0.110359 0.4 -5.0 0.5 -0.0590
H -1.945731 -0.652095 -0.943018 0.0 -0.8 -1.1 0.0783
H 2.490461 -0.599833 -0.526490 0.3 0.6 2.0 0.1240
H -1.620880 -1.210667 0.653571 -0.1 -0.6 0.4 0.0759
H 2.029047 0.985575 -0.188751 0.5 4.5 -1.5 0.0172
H 1.838638 0.095276 1.260735 0.3 -0.8 -1.7 0.1311
H -2.674830 0.144051 0.267404 -0.3 1.4 0.9 0.0731


Entry 2:
11
Properties=species:S:1:pos:R:3:forces:R:3:lowdin_charge:R:1 method="wB97M-V/def2-TZVPD" e_tot_ha=-268.32994 smiles=OC[C@H]1CO1 orbital_gap_ev=11.37 charge=0
O 1.381823 -1.265494 -0.814616 0.1 0.2 -0.1 -0.0523
O 0.056472 1.155697 -0.784086 0.1 0.1 -0.1 -0.0494
C 0.426321 -1.050734 0.196434 -0.2 0.0 0.3 -0.2234
C -0.576961 -0.005886 -0.249349 -0.1 -0.2 0.0 -0.2715
C -0.676904 1.289959 0.424694 -0.1 0.1 0.3 -0.1107
H -0.072853 1.476169 1.312902 -0.1 -0.1 -0.1 0.1154
H -0.070248 -2.008640 0.379075 0.0 0.1 0.0 0.1249
H -1.422934 -0.354908 -0.842628 0.1 0.1 0.1 0.1463
H -1.591010 1.877058 0.348208 0.1 -0.1 0.0 0.1119
H 1.644623 -0.380595 -1.109092 0.1 -0.2 0.0 0.0867
H 0.901669 -0.732626 1.138457 0.0 0.0 -0.2 0.1221


Entry 3:
11
Properties=species:S:1:pos:R:3:forces:R:3:lowdin_charge:R:1 method="wB97M-V/def2-TZVPD" e_tot_ha=-268.28264 smiles="O=CCCO" orbital_gap_ev=9.77 charge=0
O 2.593460 0.323228 -0.088742 1.1 -2.8 0.9 -0.0394
O -1.389949 0.531382 -0.877937 -0.4 0.2 0.0 -0.0660
C -1.051931 -0.237005 0.258394 0.2 0.0 0.3 -0.2949
C 0.414794 -0.565259 0.122186 0.0 0.6 -0.1 -0.1354
C 1.400222 0.636249 0.033034 3.0 -0.5 -1.3 -0.1856
H 0.593983 -1.091209 -0.828960 -0.1 0.2 0.2 0.1258
H 0.748572 -1.261958 0.912821 0.1 0.6 -0.2 0.1282
H -1.659594 -1.155799 0.315149 0.2 0.2 0.0 0.1188
H 1.831352 1.616971 -0.278798 -4.0 1.7 0.4 0.1404
H -2.280859 0.876687 -0.758125 0.1 0.0 -0.1 0.0895
H -1.200048 0.326718 1.190973 -0.1 0.0 -0.1 0.1185


Entry 4:
11
Properties=species:S:1:pos:R:3:forces:R:3:lowdin_charge:R:1 method="wB97M-V/def2-TZVPD" e_tot_ha=-268.35751 smiles="O=CCCO" orbital_gap_ev=10.75 charge=0
O 0.919382 -1.265772 1.196427 -0.1 -0.2 0.4 -0.0719
O -1.661173 1.182011 -1.207875 0.4 -0.2 -0.1 0.0482
C -0.608073 0.625322 -1.413242 -0.3 0.2 0.1 -0.2666
C -0.077430 -0.329778 0.833271 -0.3 0.3 -0.1 -0.2652
C 0.462481 0.479689 -0.357074 0.0 0.0 0.0 -0.1338
H -0.402816 0.154822 -2.398262 -0.1 0.1 0.1 0.1226
H 1.329716 -0.048458 -0.759262 -0.1 0.0 0.0 0.1122
H -1.008527 -0.840829 0.542385 0.2 0.1 0.1 0.1180
H 0.792948 1.477046 -0.041801 -0.1 -0.2 -0.1 0.1242
H -0.327078 0.346075 1.664087 0.1 -0.2 -0.1 0.1217
H 0.580570 -1.780127 1.941346 0.2 0.1 -0.2 0.0906


Entry 5:
11
Properties=species:S:1:pos:R:3:forces:R:3:lowdin_charge:R:1 method="wB97M-V/def2-TZVPD" e_tot_ha=-268.31066 smiles="C=CO.C=O" orbital_gap_ev=10.07 charge=0
O -0.644650 -3.252027 0.930538 -0.1 0.3 1.2 -0.0092
O -1.466619 5.959521 -1.944494 -0.4 0.6 0.0 0.0022
C 0.639177 -3.228648 0.492521 0.3 0.2 0.0 -0.2903
C 1.550638 -2.417685 1.012378 0.4 0.7 -0.4 0.0047
C -1.284395 5.067857 -1.174164 0.8 -0.8 -0.4 -0.1567
H -1.255277 -3.445174 0.232161 -0.3 -0.3 -0.6 0.0851
H -0.767278 4.154491 -1.530128 -0.1 -0.1 0.2 0.0787
H 2.515970 -2.250047 0.553180 0.1 -0.8 -0.1 0.0473
H 0.857218 -3.982720 -0.256946 0.2 0.3 -0.2 0.1073
H 1.398161 -1.685567 1.793520 -0.7 -0.2 0.1 0.0552
H -1.542940 5.080003 -0.108564 -0.3 0.3 0.2 0.0759


Entry 6:
11
Properties=species:S:1:pos:R:3:forces:R:3:lowdin_charge:R:1 method="wB97M-V/def2-TZVPD" e_tot_ha=-268.39466 smiles="CCC(=O)O" orbital_gap_ev=10.98 charge=0
O -0.004834 -1.284511 -0.260108 0.6 -0.2 0.7 0.1108
O -0.542395 0.821064 -0.807973 -0.4 -0.8 0.0 0.1036
C 0.156772 0.050291 -0.209133 0.6 1.4 -0.3 -0.5563
C 1.329132 0.623043 0.592273 0.7 0.0 0.0 -0.1519
C 2.054942 1.740115 -0.265854 -0.2 -0.7 -0.1 -0.0882
H 3.011886 2.065557 0.171826 -0.5 -0.2 0.1 0.0669
H 1.375036 2.597378 -0.332221 0.3 -0.2 -0.2 0.0712
H 2.052970 -0.166357 0.921517 -0.5 0.6 -0.2 0.1094
H 0.866981 1.065972 1.503520 0.5 -0.2 -0.5 0.1251
H 2.297914 1.381157 -1.302549 -0.4 0.2 1.0 0.0901
H 0.691187 -1.665807 0.319947 -0.7 0.1 -0.6 0.1194


Entry 7:
11
Properties=species:S:1:pos:R:3:forces:R:3:lowdin_charge:R:1 method="wB97M-V/def2-TZVPD" e_tot_ha=-268.34688 smiles="C=CC=O.O" orbital_gap_ev=10.32 charge=0
O -1.759474 0.540329 -1.587636 0.1 0.1 -0.2 -0.0676
O 2.650940 0.410417 -0.097671 -0.4 0.0 0.0 0.0403
C 0.786515 -0.611109 0.976994 -0.1 0.0 0.1 -0.1295
C 1.452276 0.306537 0.033030 0.2 0.0 0.0 -0.2956
C -0.542563 -0.619062 1.090983 0.1 0.0 0.0 0.0446
H -0.997065 0.088471 -1.970985 -0.2 0.0 0.0 0.0408
H -1.167189 0.018282 0.465871 0.2 -0.1 0.2 0.0405
H -1.560115 1.479273 -1.682193 -0.1 -0.1 -0.1 0.0467
H 1.433974 -1.257110 1.564347 -0.1 0.1 0.0 0.1059
H 0.755208 0.924117 -0.578670 0.1 0.0 0.1 0.1061
H -1.052507 -1.280150 1.785929 0.1 0.1 -0.1 0.0676


Entry 8:
11
Properties=species:S:1:pos:R:3:forces:R:3:lowdin_charge:R:1 method="wB97M-V/def2-TZVPD" e_tot_ha=-268.34378 smiles=O[C@H]1CCO1 orbital_gap_ev=11.20 charge=0
O 0.178204 -0.719845 -0.996362 0.1 0.0 -0.6 -0.0729
O -0.766300 -1.585718 0.855963 -0.2 0.0 0.1 0.0182
C 0.892175 0.471379 -0.621389 0.3 0.4 -0.1 -0.1647
C -0.817729 -0.500440 -0.007418 -0.3 0.1 0.2 -0.4217
C -0.128966 0.788795 0.474378 0.0 0.1 0.1 -0.0678
H -1.836447 -0.396554 -0.408287 0.2 -0.1 0.1 0.1543
H -0.698060 1.706927 0.327486 0.1 -0.1 0.1 0.1078
H 1.920956 0.274116 -0.290901 -0.2 -0.1 -0.1 0.1170
H 0.110376 -1.921708 0.630994 0.0 -0.5 0.4 0.1037
H 0.905097 1.161224 -1.464569 0.1 0.1 0.1 0.1122
H 0.240694 0.721824 1.500105 -0.1 0.0 -0.2 0.1139


Entry 9:
12
Properties=species:S:1:pos:R:3:forces:R:3:lowdin_spin:R:1 method="wB97M-V/def2-TZVPD" e_tot_ha=-666.55371 orbital_gap_ev="3.52 / 8.12" s2=0.753 charge=-1 spin_multiplicity=2
S 1.006188 1.217690 1.696544 0.1 0.0 0.1 0.1043
O -2.090159 0.196063 -0.804977 -0.4 0.1 -0.1 0.0963
O -0.081108 0.603864 -1.936548 -0.3 0.2 -0.2 0.2227
C -0.058501 -0.788098 0.011687 0.5 0.3 0.5 0.0958
C -0.669017 0.252238 -0.886684 0.3 -0.1 0.6 0.3568
C 1.248312 -0.242468 0.634414 0.3 -0.4 0.2 0.0349
H -0.745231 -1.131431 0.794086 0.1 0.1 -0.2 0.0033
H 1.939129 -0.048216 -0.185900 -0.1 0.4 0.0 0.0045
H 1.781526 -0.951417 1.288864 -0.5 -0.1 -0.3 0.0061
H 0.291603 -1.635767 -0.593103 -0.2 -0.4 -0.2 0.0299
H -0.197735 1.494342 1.127259 -0.1 0.1 -0.3 0.0400
H -2.425011 1.033204 -1.145647 0.2 -0.2 -0.2 0.0054


Entry 10:
12
Properties=species:S:1:pos:R:3:forces:R:3:lowdin_charge:R:1 method="wB97M-V/def2-TZVPD" e_tot_ha=-666.39755 orbital_gap_ev=10.28 charge=0
S 0.783159 -1.225614 1.748567 1.1 1.9 -2.8 0.6035
O 1.926560 -2.020394 1.959057 1.8 -1.3 1.0 -0.2994
O -0.384404 -1.388997 2.516532 -1.6 0.0 0.6 -0.2800
C 0.789598 -0.747053 0.069225 -6.4 2.5 1.0 -0.1898
C 1.202997 0.362923 1.079619 0.2 2.1 0.3 -0.2322
C -1.197217 -0.232819 -0.659467 2.9 -2.5 2.7 0.0935
H -1.209340 -0.287950 -1.696432 0.4 0.0 -1.8 -0.0059
H 1.369491 -1.028616 -0.722812 1.5 -1.1 -1.6 0.0475
H -1.804437 -1.028288 -0.217493 0.2 0.3 0.0 0.0328
H 0.543010 1.323882 1.212081 1.0 -2.2 -0.2 0.1218
H 2.282195 0.677759 1.017181 -1.1 -0.6 0.4 0.1005
H -1.378213 0.724645 -0.260141 0.0 1.0 0.5 0.0076


Calculated strongest force on any atom (eV Å⁻¹), listed in the same order as above: 5.0; 0.4; 4.4; 0.5; 1.2; 1.6; 0.5; 0.6; 0.7; 6.9